{"formula": "C45H30F15GeN6O5SV", "method": "ωB97M-V/def2-TZVPD", "symbols": ["V", "C", "O", "C", "C", "C", "C", "C", "C", "N", "N", "C", "O", "C", "C", "C", "C", "C", "C", "C", "O", "H", "H", "H", "H", "H", "H", "H", "H", "H", "H", "H", "H", "O", "N", "N", "O", "C", "C", "C", "C", "C", "C", "H", "H", "H", "H", "H", "C", "C", "N", "C", "C", "N", "C", "C", "H", "H", "H", "H", "H", "H", "H", "H", "H", "H", "H", "H", "H", "F", "C", "C", "C", "F", "C", "F", "C", "F", "C", "F", "Ge", "S", "C", "C", "F", "C", "F", "C", "F", "C", "F", "C", "F", "C", "C", "F", "C", "F", "C", "F", "C", "F", "C", "F"], "coordinates": [[15.1113, 14.2586, 13.9168], [14.2947, 17.7938, 16.6341], [14.5406, 18.7683, 15.5743], [15.6374, 18.5316, 14.8002], [16.7296, 19.4243, 14.8507], [17.7874, 19.3467, 13.9784], [17.8877, 18.2569, 13.0909], [16.8774, 17.2625, 13.1110], [17.1275, 16.0947, 12.3413], [16.7186, 14.8510, 12.5197], [17.3940, 13.9524, 11.8635], [17.1244, 12.7746, 12.4404], [16.2269, 12.6296, 13.2883], [18.0234, 11.8129, 11.7962], [17.5661, 10.5164, 11.6963], [18.3029, 9.5794, 10.9518], [19.3120, 10.0256, 10.0766], [19.7285, 11.3560, 10.1202], [19.0997, 12.2408, 10.9585], [15.7114, 17.3329, 13.9752], [14.8608, 16.3985, 14.1214], [13.2086, 17.7680, 16.7217], [14.6897, 18.0796, 17.6277], [14.6626, 16.7972, 16.4093], [16.7685, 20.1400, 15.6819], [18.4982, 20.1601, 13.9087], [18.8018, 18.1405, 12.5409], [17.7981, 16.1164, 11.4805], [16.6726, 10.1470, 12.2240], [18.0356, 8.5406, 10.9723], [19.8152, 9.3380, 9.3779], [20.4882, 11.7222, 9.4509], [19.4635, 13.2667, 11.0429], [14.6174, 13.5712, 15.7863], [15.3607, 13.5914, 16.8077], [16.5317, 14.1906, 16.5813], [16.6812, 14.6470, 15.3428], [17.4719, 14.2252, 17.6222], [18.8486, 14.5012, 17.4287], [19.7642, 14.2497, 18.4311], [19.3750, 13.6696, 19.6438], [18.0029, 13.4680, 19.8635], [17.0467, 13.8616, 18.8907], [19.2176, 14.9322, 16.5095], [20.8163, 14.4630, 18.2433], [20.1389, 13.3149, 20.3652], [17.7077, 12.8983, 20.7526], [15.9730, 13.8377, 19.0742], [11.6546, 18.6804, 10.7272], [13.1170, 18.7224, 11.3091], [14.1555, 18.6619, 10.2280], [13.7454, 17.5654, 9.3134], [12.4949, 18.0195, 8.4758], [11.7602, 19.0957, 9.2147], [12.6011, 20.4083, 9.2047], [14.0598, 19.9672, 9.5048], [10.9611, 19.3949, 11.2179], [11.2003, 17.6720, 10.7576], [13.2662, 17.8185, 11.9234], [13.3430, 19.6048, 11.9113], [13.5196, 16.7179, 9.9791], [14.5983, 17.2127, 8.7143], [11.8101, 17.1471, 8.3297], [12.8235, 18.4262, 7.5255], [10.8221, 19.2835, 8.8369], [12.2272, 21.1314, 9.9392], [12.5398, 20.8375, 8.2013], [14.6014, 20.6874, 10.1273], [14.6983, 19.8279, 8.5863], [10.8750, 13.9070, 14.4488], [10.1238, 12.7753, 14.1868], [10.2966, 12.1510, 12.9515], [9.4350, 11.1232, 12.5864], [9.4917, 10.5356, 11.3432], [8.4609, 10.6878, 13.5054], [7.5982, 9.6847, 13.1540], [8.2379, 11.3614, 14.6906], [7.2515, 11.0457, 15.5210], [9.1287, 12.3853, 15.0676], [8.9184, 13.0408, 16.2421], [11.7046, 12.6499, 11.6504], [13.4006, 14.1344, 12.1441], [10.9164, 13.5378, 10.1004], [9.6387, 14.0964, 10.1185], [8.8160, 13.8174, 11.1581], [9.1765, 14.8388, 9.0450], [7.8883, 15.2718, 9.0863], [9.9483, 14.9972, 7.9141], [9.4224, 15.6654, 6.8910], [11.1261, 14.3207, 7.8014], [11.8991, 14.4626, 6.7052], [11.6484, 13.6369, 8.8984], [12.8980, 13.1069, 8.7991], [12.3123, 10.8091, 11.0748], [12.1619, 10.4029, 9.7503], [11.2582, 11.0671, 8.9162], [12.8003, 9.2601, 9.2757], [12.6592, 8.8626, 8.0023], [13.2959, 8.3192, 10.1950], [13.6789, 7.1143, 9.7436], [13.2728, 8.6261, 11.5590], [13.5508, 7.6996, 12.4478], [12.8875, 9.9063, 11.9579], [12.8877, 10.2370, 13.2851]], "homo_energy_ev": [-2.78, -3.42], "total_charge": -1, "multiplicity": 4, "homo_lumo_gap_ev": [3.329, 3.966]}